Below is a structure of composition C42H30CaF15GeN4S2Te, with properties calculated with the ωB97M-V functional and the def2-TZVPD basis.

Properties
Electronic energy ... -7154.5005 Eh
Charge ... -1
Relative energy (zero: lowest compared OMol25 entry of this formula, charge and spin) ... 0.0 kcal per mole
Highest occupied orbital energy ... -5.26 eV
F_max ... 1.66 eV/Å

Positions of all 96 atoms, in Å:
Ca 0.567098 0.105110 0.056659
C 2.059745 -4.865206 4.018623
C 1.044891 -3.759446 4.278352
N 1.511271 -2.437675 3.903334
C 1.523739 -1.951236 2.639492
S 2.216830 -0.363939 2.435243
N 1.076184 -2.819352 1.734849
N 0.826751 -2.261979 0.507484
C 0.567246 -3.099967 -0.435297
C 0.630857 -4.584051 -0.280420
C 0.096086 -2.536773 -1.739375
C -0.321087 -3.369450 -2.769020
C -0.846127 -2.811211 -3.925053
C -0.935832 -1.436735 -4.041096
C -0.473252 -0.670595 -2.986108
N 0.030912 -1.201502 -1.872138
H 1.661089 -5.835459 4.327502
H 2.982711 -4.682429 4.573478
H 2.301814 -4.910629 2.955693
H 0.795202 -3.716417 5.339958
H 0.127848 -3.958976 3.729514
H 1.977895 -1.862631 4.582901
H 1.042673 -4.829772 0.691073
H 1.254275 -5.026224 -1.063590
H -0.365692 -5.030069 -0.356652
H -0.250803 -4.442768 -2.661098
H -1.188726 -3.453028 -4.728421
H -1.353226 -0.963271 -4.918348
H -0.490830 0.413111 -3.026691
C 1.701445 4.783083 -3.051251
C 2.459887 4.367900 -1.783102
C 2.267283 5.441148 -0.700876
C 3.953925 4.238332 -2.104612
C 1.941142 3.075783 -1.296933
C 1.503160 2.000730 -0.884724
H 2.028528 5.774059 -3.385481
H 0.626891 4.814316 -2.863015
H 1.884220 4.065835 -3.854478
H 2.630517 6.411525 -1.056433
H 2.813957 5.170907 0.204622
H 1.210822 5.536105 -0.441534
H 4.360505 5.201226 -2.432895
H 4.108669 3.505061 -2.898697
H 4.506612 3.906508 -1.223917
C 4.616392 -2.655463 0.062396
Te 3.990832 -0.684250 -0.412233
C 5.038606 -1.042184 -2.249506
C 6.053539 -2.116998 -1.921991
C 7.181708 -2.345636 -2.708512
C 8.082995 -3.351090 -2.386403
C 7.860543 -4.146401 -1.267811
C 6.740725 -3.925162 -0.478977
C 5.835817 -2.913809 -0.792920
H 3.803718 -3.350155 -0.157027
H 4.836222 -2.716395 1.126238
H 5.501261 -0.122902 -2.604600
H 4.335047 -1.386926 -3.008791
H 7.356018 -1.719914 -3.577584
H 8.960401 -3.509682 -3.001540
H 8.561318 -4.929638 -1.005716
H 6.569224 -4.535333 0.401262
F -6.264569 0.768163 3.071134
C -6.382735 0.133371 1.893032
C -5.412762 0.236371 0.914837
C -5.694502 -0.409828 -0.280279
F -4.842015 -0.360572 -1.313731
C -6.853678 -1.131100 -0.492057
F -7.090225 -1.737919 -1.660406
C -7.782954 -1.222203 0.522754
F -8.913029 -1.912266 0.338140
C -7.550936 -0.584138 1.720744
F -8.467457 -0.652621 2.693978
Ge -3.617219 1.067664 1.072319
S -2.105686 -0.389221 0.874011
C -3.526647 2.008210 2.806314
C -3.343563 3.367775 2.990700
F -3.313847 4.232262 1.962471
C -3.178625 3.939688 4.239331
F -3.016659 5.260819 4.373664
C -3.180568 3.136742 5.357096
F -3.026699 3.676123 6.569883
C -3.343721 1.773946 5.221508
F -3.344597 0.997975 6.310260
C -3.503800 1.236497 3.960918
F -3.651136 -0.091626 3.904622
C -3.779723 2.463041 -0.310861
C -2.857401 2.669576 -1.325707
F -1.748659 1.937466 -1.440062
C -3.029480 3.642376 -2.295460
F -2.131544 3.811530 -3.269079
C -4.149174 4.444317 -2.261934
F -4.323721 5.387413 -3.191876
C -5.089198 4.272379 -1.266818
F -6.171005 5.060105 -1.232711
C -4.886162 3.292976 -0.318399
F -5.817773 3.196700 0.647854

Atoms 1-6, force components in eV/Å:
-0.1 0.0 1.0
0.1 0.0 0.0
0.0 0.1 0.0
0.2 0.1 0.2
0.1 -0.4 -0.2
-0.5 -0.3 -0.1

Atom charges from the Löwdin analysis, given in e for atoms 1 to 5:
1 Ca 0.7699
2 C -0.0983
3 C -0.2593
4 N -0.0439
5 C -0.8374

***

Below is a structure of composition C42H30CdCl4N6O2STe, with properties calculated with the ωB97M-V functional and the def2-TZVPD basis.

Properties
Electronic energy ... -4772.2971 Eh
Charge ... -2
Relative energy (zero: lowest compared OMol25 entry of this formula, charge and spin) ... 47.5 kcal per mole
Highest occupied orbital energy ... 0.42 eV
F_max ... 0.88 eV/Å

Positions of all 87 atoms, in Å:
Cd -0.688715 0.153710 1.755814
N 0.979059 4.045139 -1.066172
C 0.072165 3.047905 -0.706591
N -0.048693 2.585596 0.470723
C 0.757062 3.088573 1.503654
N 0.524495 2.791246 2.786528
N -0.307458 1.853558 3.062885
C -0.715483 1.704582 4.372849
C -1.498001 0.626359 4.729302
C -2.019789 0.452321 6.061817
C -2.769982 -0.639037 6.367992
C -3.057777 -1.612339 5.370564
C -2.557560 -1.385062 4.107134
N -1.810647 -0.332892 3.767299
C 1.856708 3.974229 1.177480
C 2.851094 4.351045 2.085722
C 3.900999 5.187356 1.700022
C 3.994936 5.645443 0.400071
C 3.023508 5.254538 -0.533605
C 1.981756 4.435214 -0.151542
H 1.167453 4.172999 -2.043671
H -0.595912 2.715719 -1.495742
H -0.430248 2.447432 5.108470
H -1.800925 1.209973 6.806680
H -3.156816 -0.767445 7.374543
H -3.646640 -2.494114 5.586593
H -2.749196 -2.095340 3.304615
H 2.783310 3.961511 3.092797
H 4.660029 5.458684 2.426327
H 4.805768 6.298210 0.097074
H 3.089148 5.593184 -1.564368
Cl 1.151349 -6.451474 2.087184
C 1.235649 -4.719324 1.942688
C 2.416314 -4.052343 2.200683
Cl 3.834855 -4.936789 2.680178
C 2.461975 -2.651915 2.077095
Cl 3.946787 -1.795353 2.373547
C 1.345607 -1.888985 1.722092
O 1.377367 -0.596308 1.612458
C 0.103156 -2.594941 1.449006
O -0.956282 -1.913214 1.097487
C 0.096862 -3.983809 1.564617
Cl -1.398844 -4.806338 1.217997
S -4.851629 -2.022869 -1.337468
C -5.319184 -0.622299 -0.435091
C -6.592607 -0.143255 -0.149814
C -6.699900 0.997654 0.625107
C -5.554945 1.639007 1.109226
C -4.289466 1.166635 0.817652
C -4.165000 0.030954 0.017581
N -2.973375 -0.548068 -0.380339
C -3.147622 -1.613815 -1.075026
C -2.095963 -2.442480 -1.668462
C -2.427239 -3.758369 -2.009945
C -1.498842 -4.627046 -2.539882
C -0.197948 -4.188836 -2.737786
C 0.152733 -2.893906 -2.406690
C -0.774133 -1.988958 -1.889893
H -7.473326 -0.649232 -0.527583
H -7.680554 1.388171 0.868389
H -5.656702 2.523531 1.725803
H -3.394084 1.646779 1.201388
H -3.431627 -4.109474 -1.804006
H -1.768100 -5.652284 -2.761364
H 0.550579 -4.862749 -3.137698
H 1.172565 -2.564531 -2.560547
C 4.897693 0.142069 -5.463220
C 3.702298 0.107944 -4.545199
C 2.433644 -0.178384 -5.026184
C 1.321657 -0.240301 -4.184097
C -0.025575 -0.504674 -4.812985
C 1.496682 -0.033685 -2.807710
Te -0.134710 -0.047944 -1.401505
C 2.763881 0.331424 -2.317536
C 2.963444 0.670278 -0.858854
C 3.842836 0.385968 -3.190445
H 4.650999 -0.268859 -6.443205
H 5.721053 -0.441129 -5.045956
H 5.256968 1.164600 -5.606227
H 2.295406 -0.352358 -6.090025
H 0.005211 -0.294206 -5.883927
H -0.792298 0.114763 -4.344788
H -0.332704 -1.543888 -4.678595
H 2.750843 -0.183528 -0.210927
H 2.285312 1.467244 -0.540938
H 3.982793 1.009428 -0.668204
H 4.822495 0.653175 -2.803319

Atoms 1-6, force components in eV/Å:
-0.2 0.0 0.5
-0.1 0.1 0.2
0.1 0.2 0.0
0.0 -0.1 0.3
0.0 0.2 0.0
0.0 0.0 -0.1

Atom charges from the Löwdin analysis, given in e for atoms 1 to 5:
1 Cd 1.3823
2 N 0.0784
3 C -0.3262
4 N 0.0208
5 C -0.3418